Molecular formula: C38H50NOP2RuS5Sb
Method: DFT, the ωB97M-V functional and the def2-TZVPD basis

Positions of all 99 atoms, in Å:
C -2.90764 -4.68774 0.51560
C 5.26888 0.54480 2.18244
H 3.33567 -2.35895 1.61495
C -3.85929 2.77692 0.80208
S 3.01490 0.47527 0.66143
C 1.16763 -4.77028 -1.40412
C -1.38518 -0.81080 3.41136
C 7.14326 -0.94905 1.93134
C 6.56115 -1.49750 0.79404
H 2.08775 -1.76203 2.70636
C 3.31793 1.33811 -0.86650
H -0.85108 -5.19127 0.40164
C -1.56586 -4.37629 0.40009
Ru 0.52848 -0.16270 0.53142
H -0.20593 -3.43512 2.97732
C -2.79926 -0.60028 3.94601
C 5.33249 -1.03073 0.35339
H 0.91710 -1.44416 -2.35344
C -4.11262 1.94777 -0.28492
P 0.61410 -2.54745 0.31933
H 1.74629 -5.10390 -2.26945
C -2.01538 -1.97954 0.29551
H 1.14397 -4.38608 3.60578
H 4.86468 -1.46181 -0.52584
C -1.10517 -3.06184 0.30422
C -2.40394 0.41326 0.41629
H -1.20171 1.40532 5.45240
H -1.43058 -1.62817 2.69024
H 0.98335 2.86080 2.00554
H 2.43841 -3.05580 -1.12191
H 0.08220 -5.05929 2.36630
C -2.84871 2.41188 1.68652
H -2.84597 0.19977 4.68676
H 0.62603 -1.26419 4.11517
C 3.40265 2.71690 -0.84206
H -0.40011 -0.51471 5.34143
H -4.86700 -3.82054 0.64578
C -3.36948 -6.12127 0.64387
C 1.51302 -3.56224 1.64032
C 4.70830 0.00029 1.04497
C -4.65775 4.03682 1.02220
C 3.30377 0.61279 -2.05101
C -3.80657 -3.61714 0.53247
C 0.82652 -2.52654 -2.45039
H 7.06020 -2.29345 0.25452
C -3.39058 -2.30689 0.41851
C 3.44438 3.39540 -2.05132
S 0.01408 4.77189 -3.20817
H -3.55995 0.16030 -1.36042
H -0.66385 3.07399 5.27656
H 1.48907 -5.35471 -0.54005
H 3.34840 0.75492 -4.18758
C 1.36691 -3.26733 -1.22513
H 6.95623 0.49614 3.50503
S -0.51467 0.88367 -2.57088
H -0.23641 -2.74356 -2.58364
H -0.64526 -2.20526 4.89842
H 3.17499 -0.46700 -2.03782
H -4.44114 -6.16645 0.84324
C -0.39303 -1.21694 4.50541
N -1.55667 -0.70140 0.28329
C -1.08238 2.22002 4.73804
H -5.57110 3.82517 1.58535
H 0.85285 3.78990 3.48439
H -4.11429 -1.50285 0.44384
H -4.94923 4.48585 0.07119
C -0.13388 1.86282 3.59094
C 0.57307 -4.14732 2.70320
H -3.17729 -6.69032 -0.27085
H 4.73109 1.32334 2.71067
H -2.85411 -6.63440 1.46062
C 6.50215 0.07257 2.61787
H 8.09216 -1.32925 2.28753
H 3.04157 -3.19519 3.14109
H -4.87118 2.23780 -1.00423
H 3.43051 3.23182 -4.18550
H -2.62573 3.07078 2.51626
H 3.42501 4.47718 -2.04956
Sb -0.52852 4.28444 -1.02842
C 3.44094 2.69005 -3.24866
H 1.35873 -2.83253 -3.35621
S 0.22418 1.65602 -0.93847
C -3.39419 0.77534 -0.48462
H 0.11818 -4.98985 -1.60069
H 3.33680 3.25717 0.09592
H 2.04689 -4.36997 1.13808
H -2.07507 2.50189 4.38600
C -2.13268 1.23905 1.50001
C 2.55568 -2.66607 2.31630
O 2.68349 1.47009 1.72578
C 3.38526 1.30016 -3.25246
S 1.12854 5.27988 0.24057
P -0.69806 0.58281 2.39902
H -4.07920 4.77436 1.58114
C 0.31481 3.10922 2.81973
H -0.52389 3.65839 2.39330
H -3.14909 -1.52353 4.41819
H -3.48861 -0.35382 3.13786
H 0.76515 1.40406 4.01789

Summary:
Molecular weight ... 981.9 g mol⁻¹
Charge ... -1
Energy ... -125631.283 eV
HOMO level (alpha / beta) ... -3.40 / -3.34 eV
ΔE to the lowest compared entry with this formula, charge and spin ... 310.52 kJ/mol
2S+1 ... 2
Kohn-Sham gap (alpha / beta) ... 5.0 / 4.6 eV


Molecular formula: C5H11N2
Method: DFT, the ωB97M-V functional and the def2-TZVPD basis

Positions of all 18 atoms, in Å:
H 0.91962 1.98598 -1.25828
H -1.61923 1.24765 0.59808
C 1.43786 1.35497 -0.60667
H 2.07381 -1.88533 0.73245
H 0.52052 1.64853 1.52655
H 0.78123 -2.32563 -0.47331
H 2.08148 0.66661 1.40996
C 0.59855 -0.33664 0.30181
N -3.07602 -0.00770 -0.15345
H -0.79065 -1.34458 -0.72297
C 1.15285 0.93445 0.81840
H 2.34901 0.96002 -0.96251
C 1.45009 -1.52740 -0.06577
C -1.81687 0.25142 0.24657
H -3.60040 -0.71299 -0.45936
N -0.78474 -0.48925 -0.08668
H -3.70282 0.72744 0.11664
H 2.02572 -1.14757 -0.96147

Summary:
Molecular weight ... 99.2 g mol⁻¹
Charge ... +1
Energy ... -8333.664 eV
HOMO level (alpha / beta) ... -11.72 / -11.58 eV
ΔE to the lowest compared entry with this formula, charge and spin ... 333.34 kJ/mol
Kohn-Sham gap (alpha / beta) ... 7.5 / 7.4 eV


Molecular formula: C21H30I2OPSn
Method: DFT, the ωB97M-V functional and the def2-TZVPD basis

Positions of all 56 atoms, in Å:
H -2.06023 -1.50762 -0.83182
H 2.47740 -3.88172 1.89250
C 0.04131 5.13135 -1.66700
H -3.82538 -1.13537 -0.85697
H 2.87325 -1.97646 3.69168
H 2.16909 3.99585 -3.07813
H 0.80161 2.95258 -3.24669
H -3.69075 0.85694 -1.78435
C -1.92828 2.92454 1.04527
C -2.04478 0.54193 -3.10762
C 0.86332 -5.26908 2.41879
H -3.61644 1.67791 0.54240
C 1.56325 3.28913 -2.53387
H -0.98072 0.36394 -3.19706
H -1.46771 -2.25917 1.53258
I 1.36463 -2.21176 -1.94551
Sn 2.02220 0.16723 -0.30218
H -2.60188 -0.08723 -3.80040
C -0.52808 -5.41905 2.52570
C -2.88495 -1.04844 -1.37986
H -2.34020 3.23778 2.01214
H 0.59443 0.51801 3.44564
C -2.69123 0.42357 -1.70912
O 0.30114 0.73014 -1.36544
H -2.96675 -1.57295 -2.34281
C 0.55010 -2.91075 1.86033
H 3.67997 -1.40537 2.26491
C -2.53721 1.91347 0.31562
C -0.79284 3.48373 0.54519
H 3.79206 -3.09581 -2.42924
C 1.42101 -4.03286 2.07968
C 3.57440 -2.27896 -1.80428
C -0.52845 1.66320 -0.98392
C 2.74487 -1.25344 2.88316
H -1.02353 5.01938 -1.61254
H 0.30779 5.54447 -2.69071
H -2.44108 -4.53659 2.34917
H 3.97172 -2.44101 -0.79640
H 1.48870 4.22983 -0.48131
H -0.57589 -0.86801 3.52364
H -0.71638 0.29328 2.20920
C -1.38942 -4.35368 2.26652
C -0.10128 2.98943 -0.59446
C -0.84282 -3.14273 1.84516
P 1.23023 -1.24669 1.85765
H -0.38199 4.36553 1.03709
H -0.98300 -6.34400 2.88905
C -0.01374 -0.24425 2.89209
H 0.33660 5.85658 -0.94583
I 4.53359 -0.49049 -2.66586
H 2.89336 -0.28612 3.35403
C 0.85220 3.90962 -1.30217
H 2.16233 2.37707 -2.28615
H 1.43349 -6.07390 2.77409
C -1.91602 1.34658 -0.77477
H -2.17302 1.57041 -3.53681

Summary:
Molecular weight ... 702.0 g mol⁻¹
Charge ... +1
Energy ... -55624.558 eV
HOMO level ... -9.94 eV
Kohn-Sham gap ... 5.5 eV


Molecular formula: C40H65Cl3GeKN8O6
Method: DFT, the ωB97M-V functional and the def2-TZVPD basis

Positions of all 124 atoms, in Å:
H 2.26059 -0.70592 -3.80111
C -0.96190 2.13813 -0.21670
H -2.41114 6.17466 -1.97772
C 3.92733 1.68797 -1.22892
C 1.37068 -3.99061 3.12276
C -0.46050 -5.02309 4.63060
C -4.78019 -0.08972 4.48599
C -2.72414 -0.82366 2.63209
C -1.09168 3.58132 -0.05418
N 4.33620 1.36067 -2.54053
H -0.60456 2.12860 4.89667
H 0.37005 5.52316 3.42134
C -2.56571 3.94617 4.23284
H 0.29990 -6.31582 2.20889
H -2.35288 -3.48444 4.66833
K 1.01225 -0.87533 -0.88006
H -0.32060 3.70928 5.71103
H 0.10583 6.32481 -1.91029
C -0.42687 -5.44248 2.19929
H -4.14481 -1.02383 6.96966
H 3.72114 3.68408 -1.73864
H 2.05907 -4.83988 3.40575
C 1.25970 -4.38056 -2.60754
H -5.53382 0.17217 5.27638
C 6.09990 -0.05333 -4.13055
C -1.06120 3.28817 2.42202
H -0.02366 3.40627 -2.70121
H -4.00560 0.66942 4.49885
H -5.85585 -2.52091 5.44714
H 0.78466 3.17249 4.44093
C 3.82152 0.42154 -3.38791
C -2.96855 -1.67499 3.73085
C -1.14340 3.95588 3.77134
C -1.12691 1.92086 2.23839
H -5.60906 -2.70212 3.74910
H -0.46759 -4.26486 5.45137
C -4.08734 -1.40722 4.78665
C 3.49698 3.52293 -4.38151
C -0.65215 5.43700 3.77464
H 4.49050 -2.24890 -4.86352
H -2.56868 -0.68555 6.11973
C -2.06548 -2.78988 3.88569
H -0.74600 4.84456 -3.37392
C -0.74927 -2.21781 1.94178
H -2.72093 -3.13795 -0.76171
C -0.88749 4.06260 -2.66833
O 0.06900 -2.51626 1.07822
H 1.07319 1.54282 -5.74000
N 3.89304 3.02596 -0.95308
H -0.53338 -7.11218 -3.67545
H -1.24754 5.14608 1.31128
H -2.87158 2.92232 4.53745
C 2.56600 -4.93049 -2.73027
H 1.68727 -3.12016 3.74832
H 2.61281 3.57862 -6.34548
C 2.69449 -6.25674 -3.13584
N 2.50474 0.21689 -3.41012
H -0.68198 5.83732 4.77021
C 1.59205 -7.06802 -3.36675
C -0.16338 -4.33914 3.28586
Cl -0.38862 -1.03309 -5.42483
C 0.13249 -5.18005 -3.02228
H -0.41374 -5.08012 1.16100
C 4.23475 -1.28244 -5.21204
C -1.60310 -0.97803 1.81054
H 6.44635 -0.37292 -3.14553
H 3.49725 0.98278 0.51163
H 0.15863 6.16600 -0.15557
H -2.61315 4.48659 5.20213
H -3.02137 -2.32265 6.52301
O -1.86295 -2.89235 -1.15640
H 1.06119 2.78953 -4.61986
H -3.31269 0.06303 2.46594
C -1.14945 1.27178 0.98253
H -3.23004 4.75436 -1.34587
H -4.49094 -3.55360 4.86993
H -5.28781 -0.08204 3.52426
N -1.15821 -0.07948 0.88937
H -1.43358 -5.81609 2.38345
H 6.50963 -0.66761 -4.92663
H -1.40721 -5.55664 4.72869
H -1.61700 0.25885 -2.35159
H -1.22886 6.08102 3.08292
O 2.68990 4.15454 -3.61485
C 0.29955 -6.50091 -3.36046
H 3.42722 3.24267 -0.11333
C -2.35243 5.40835 -1.18555
N 0.97358 -3.16996 -2.17019
H -2.53923 5.88142 -0.20844
O -1.56513 -0.61550 -2.90133
H 3.14661 -1.24950 -5.33265
C -1.12721 4.06196 1.22449
H -3.20573 4.35366 3.46954
H -0.96914 1.26033 3.07626
H 1.06944 5.06212 -1.17803
N 1.67642 2.06802 -5.09827
H 3.69992 -6.68427 -3.14922
O -0.71636 1.57948 -1.37537
H 4.69183 -1.17889 -6.23707
H 1.75846 -8.12938 -3.49012
N 4.65484 -0.20871 -4.28437
C 0.12531 5.60942 -1.07893
C -3.44846 -1.34835 6.16425
O 4.77950 3.34186 -4.30692
C 2.89977 2.80764 -5.61895
H 6.40046 0.98135 -4.37452
H -2.04582 -2.06042 -1.67634
H 3.39546 -4.27334 -2.49669
H 1.97036 1.21940 -4.22838
C -0.24081 3.17874 4.76524
H 4.89847 2.02182 -3.09573
H -1.74750 3.47226 -2.89901
H 0.27366 -5.75808 4.81926
H 1.55163 -3.72690 2.08449
C -1.07027 4.60967 -1.21089
C -1.04712 -3.10445 3.06056
H 3.60872 2.14919 -6.07389
N 3.67604 0.69942 -0.44018
Cl -3.40680 1.08562 -5.11799
H -0.83562 -4.75407 -2.95239
Cl -3.29528 -2.59103 -4.60628
H 0.04715 -2.96848 -2.06935
C -5.07238 -2.61264 4.69234
Ge -2.34364 -0.63175 -4.45562

Summary:
Molecular weight ... 972.1 g mol⁻¹
Charge ... -2
Energy ... -177153.645 eV
HOMO level (alpha / beta) ... -0.65 / -0.65 eV
2S+1 ... 2
Kohn-Sham gap (alpha / beta) ... 3.7 / 3.7 eV


Which value of molecular weight does entry 1 give?
981.9 g mol⁻¹


Among the records above, which one has the highest energy?
C5H11N2


What did the third record say?
Molecular formula: C21H30I2OPSn
Method: DFT, the ωB97M-V functional and the def2-TZVPD basis

Positions of all 56 atoms, in Å:
H -2.06023 -1.50762 -0.83182
H 2.47740 -3.88172 1.89250
C 0.04131 5.13135 -1.66700
H -3.82538 -1.13537 -0.85697
H 2.87325 -1.97646 3.69168
H 2.16909 3.99585 -3.07813
H 0.80161 2.95258 -3.24669
H -3.69075 0.85694 -1.78435
C -1.92828 2.92454 1.04527
C -2.04478 0.54193 -3.10762
C 0.86332 -5.26908 2.41879
H -3.61644 1.67791 0.54240
C 1.56325 3.28913 -2.53387
H -0.98072 0.36394 -3.19706
H -1.46771 -2.25917 1.53258
I 1.36463 -2.21176 -1.94551
Sn 2.02220 0.16723 -0.30218
H -2.60188 -0.08723 -3.80040
C -0.52808 -5.41905 2.52570
C -2.88495 -1.04844 -1.37986
H -2.34020 3.23778 2.01214
H 0.59443 0.51801 3.44564
C -2.69123 0.42357 -1.70912
O 0.30114 0.73014 -1.36544
H -2.96675 -1.57295 -2.34281
C 0.55010 -2.91075 1.86033
H 3.67997 -1.40537 2.26491
C -2.53721 1.91347 0.31562
C -0.79284 3.48373 0.54519
H 3.79206 -3.09581 -2.42924
C 1.42101 -4.03286 2.07968
C 3.57440 -2.27896 -1.80428
C -0.52845 1.66320 -0.98392
C 2.74487 -1.25344 2.88316
H -1.02353 5.01938 -1.61254
H 0.30779 5.54447 -2.69071
H -2.44108 -4.53659 2.34917
H 3.97172 -2.44101 -0.79640
H 1.48870 4.22983 -0.48131
H -0.57589 -0.86801 3.52364
H -0.71638 0.29328 2.20920
C -1.38942 -4.35368 2.26652
C -0.10128 2.98943 -0.59446
C -0.84282 -3.14273 1.84516
P 1.23023 -1.24669 1.85765
H -0.38199 4.36553 1.03709
H -0.98300 -6.34400 2.88905
C -0.01374 -0.24425 2.89209
H 0.33660 5.85658 -0.94583
I 4.53359 -0.49049 -2.66586
H 2.89336 -0.28612 3.35403
C 0.85220 3.90962 -1.30217
H 2.16233 2.37707 -2.28615
H 1.43349 -6.07390 2.77409
C -1.91602 1.34658 -0.77477
H -2.17302 1.57041 -3.53681

Summary:
Molecular weight ... 702.0 g mol⁻¹
Charge ... +1
Energy ... -55624.558 eV
HOMO level ... -9.94 eV
Kohn-Sham gap ... 5.5 eV